Record 1
19
Properties=species:S:1:pos:R:3 method="wB97M-V/def2-TZVPD" spin_multiplicity=2 s_squared=0.754 de_lowest_kcal_mol=73.1 homo_lumo_gap_ha="0.3934 / 0.3126" largest_force_ev_per_a=2.87 e_tot_ha=-571.83638
H 2.0489 -1.5828 -0.5898
O 1.9391 -1.5950 -1.6058
O 1.9628 -0.1309 -1.9267
C 0.5666 0.1348 -2.0335
C -0.1161 -0.0683 -0.7151
C -0.3871 1.0318 -0.0074
C -0.8818 1.0403 1.3850
O -0.7476 2.2738 2.0407
O 0.0145 0.0681 1.9746
O 0.0354 0.2763 3.2944
C -0.5079 -1.4293 -0.2585
H 0.5206 1.1557 -2.3837
H 0.0878 -0.5472 -2.7612
H -0.1818 2.0156 -0.4154
H -1.9273 0.6815 1.4493
H -0.5925 2.0172 2.9789
H -0.4037 -2.1416 -1.0802
H 0.1219 -1.7704 0.5809
H -1.5519 -1.4297 0.0735

=====

Record 2
63
Properties=species:S:1:pos:R:3 method="wB97M-V/def2-TZVPD" spin_multiplicity=1 total_charge=+4 de_lowest_kcal_mol=57.6 homo_lumo_gap_ha="0.2180 / 0.2147" largest_force_ev_per_a=5.54 e_tot_ha=-1275.01642
Rh -0.5055 0.3347 -0.0611
C 0.2324 2.3225 2.1621
C -0.4513 1.2202 3.0195
N -1.3254 0.3563 2.2167
C -2.7483 0.7156 2.3384
C -3.4684 0.4687 1.0246
N -2.7300 1.0733 -0.0950
C -2.6866 2.5456 -0.1433
C -1.6134 3.1945 0.7519
N -0.3448 2.4408 0.8207
H 1.2952 2.0916 2.0522
H 0.1707 3.2858 2.6852
H -1.0349 1.6765 3.8277
H 0.3294 0.6295 3.4986
H -1.2267 -0.6179 2.5015
H -2.8408 1.7623 2.6211
H -3.2444 0.1357 3.1240
H -4.4817 0.8828 1.0882
H -3.5634 -0.6059 0.8353
H -3.2000 0.7632 -0.9462
H -3.6584 2.9666 0.1404
H -2.5082 2.8256 -1.1826
H -1.9891 3.3393 1.7633
H -1.4411 4.1951 0.3450
H 0.3565 2.8879 0.2288
C 2.3846 -1.8747 -2.8359
C 1.0848 -1.4117 -2.2710
O 0.9981 -0.8665 -1.1510
N 0.0204 -1.6089 -3.0525
C -1.2617 -0.9862 -2.8032
C -1.1641 0.4671 -3.2328
C -1.5089 0.8349 -4.5311
C -1.3271 2.1517 -4.9155
C -0.7548 3.0493 -4.0303
C -0.4427 2.6031 -2.7485
N -0.6589 1.3490 -2.3757
H 3.1614 -1.9879 -2.0863
H 2.7274 -1.1230 -3.5491
H 2.2733 -2.8054 -3.3872
H 0.1460 -2.0841 -3.9392
H -1.4784 -1.0539 -1.7144
H -2.0428 -1.5030 -3.3611
H -1.9238 0.0978 -5.1997
H -1.6310 2.4688 -5.9078
H -0.5538 4.0736 -4.3135
H 0.0075 3.2807 -2.0364
N 3.3276 -3.3244 2.8441
C 3.7945 -1.9300 2.5672
C 2.8178 -1.2260 1.5926
N 1.4513 -1.6304 1.8204
C 1.2417 -3.0446 1.5495
C 2.5383 -3.8647 1.7083
H 2.7587 -3.3578 3.7031
H 4.1407 -3.9307 3.0223
H 4.7822 -1.9556 2.1031
H 3.8828 -1.3870 3.5108
H 3.0647 -1.4729 0.5575
H 2.9168 -0.1471 1.7102
H 1.1192 -1.3529 2.7394
H 0.8920 -3.1711 0.5178
H 0.4521 -3.4351 2.1946
H 3.1592 -3.8199 0.8105
H 2.2818 -4.9128 1.8734

=====

Record 3
26
Properties=species:S:1:pos:R:3 method="wB97M-V/def2-TZVPD" spin_multiplicity=1 total_charge=-1 de_lowest_kcal_mol=70.6 homo_lumo_gap_ha=0.1549 largest_force_ev_per_a=4.12 e_tot_ha=-806.51154
Li 0.0753 0.4033 0.3868
C -1.4947 -0.6167 1.4138
O -0.3997 -1.3347 0.9888
O -1.9297 -0.7617 2.6118
O -2.0607 0.0253 0.5178
O -0.5287 2.4163 0.3948
H -0.8687 3.2543 0.2588
H -0.1497 2.5843 1.2738
O 0.1943 0.3093 -1.7092
H 0.1313 -0.4887 -2.1882
H 0.8123 0.8683 -2.2522
O 1.0813 -2.8537 -1.1462
H 0.5413 -3.6057 -0.8292
H 0.6393 -2.2147 -0.5912
O 2.1213 1.5333 1.0968
H 2.3923 1.8793 1.9538
H 2.9183 1.6073 0.5128
O -2.4547 1.8973 -1.6142
H -2.7027 2.7813 -1.7932
H -1.7407 2.0373 -0.9602
O 3.1753 -1.4357 1.2398
H 2.8053 -0.6177 1.0068
H 3.8573 -1.0237 1.7138
O -1.9597 -2.5317 -0.9612
H -2.8207 -2.1287 -1.0982
H -1.6347 -1.9827 -0.2262

=====

Record 4
29
Properties=species:S:1:pos:R:3 method="wB97M-V/def2-TZVPD" spin_multiplicity=2 total_charge=+2 s_squared=0.757 homo_lumo_gap_ha="0.3622 / 0.1074" largest_force_ev_per_a=5.78 e_tot_ha=-664.39952
Cs 0.9331 -1.4816 -0.5416
C -2.6827 -1.4548 -2.5792
O -1.7316 -1.0658 -1.8359
N -3.6023 -0.5911 -3.0661
N -2.7443 -2.5728 -3.1981
H -3.4689 0.2365 -2.5027
H -4.4769 -0.8903 -3.4730
H -2.0429 -3.2807 -3.0336
H -3.4099 -2.8205 -3.9162
C -1.3473 -0.7824 2.7357
O -0.8153 -0.6441 1.6695
N -0.6889 -1.1190 3.8046
N -2.5729 -0.6578 2.9825
H -1.1271 -0.9636 4.7013
H 0.2785 -1.4025 3.7427
H -2.9645 -0.8031 3.9021
H -3.0855 -0.2679 2.2044
C 4.1712 1.4787 -0.0626
C 2.7689 1.8989 0.2572
C 2.0289 2.1131 -1.0088
O 2.2023 0.7320 0.8235
H 4.4260 0.6236 -0.6887
H 4.7149 1.3635 0.8751
H 4.6331 2.3313 -0.5603
H 2.7846 2.6924 1.0043
H 1.8928 1.2572 -1.6699
H 2.6643 2.7999 -1.5679
H 1.0196 2.4536 -0.7773
H 2.2427 0.8173 1.7788

=====

Record 5
20
Properties=species:S:1:pos:R:3 method="wB97M-V/def2-TZVPD" spin_multiplicity=1 de_lowest_kcal_mol=87.2 homo_lumo_gap_ha="0.2807 / 0.2806" largest_force_ev_per_a=4.89 e_tot_ha=-858.34999
C 0.3006 -1.4360 -1.0327
C -1.2794 -0.9930 0.8500
C -0.9334 1.4584 -0.3149
C 0.1147 -1.4447 0.4549
C 1.3175 0.2033 -0.0371
C 2.0623 1.5291 0.1769
O -3.3982 0.4591 0.2810
O 1.1219 -0.3622 -1.2792
O 1.0741 -0.5550 0.9652
S -2.0828 0.1611 -0.3786
H 0.7421 -2.3413 -1.4083
H -0.6182 -1.3358 -1.5871
H -2.0802 -1.7386 0.9416
H -1.3865 -0.5107 1.8997
H -0.9414 2.1929 0.4121
H -0.7562 1.9221 -1.2899
H 0.1744 -2.4193 0.8364
H 1.5734 1.9401 1.0140
H 1.9308 2.0784 -0.8288
H 3.0644 1.1921 0.3249

=====

Record 6
84
Properties=species:S:1:pos:R:3 method="wB97M-V/def2-TZVPD" spin_multiplicity=1 total_charge=+1 homo_lumo_gap_ha=0.2712 largest_force_ev_per_a=1.05 e_tot_ha=-7231.85678
C 4.4279 0.8786 1.4579
B 4.1247 1.7823 0.2273
O 4.8639 1.7765 -0.9144
O 3.0153 2.7020 0.2991
C 1.9569 2.4748 -0.4709
O 1.8768 2.6249 -1.6579
C 0.7631 1.9422 0.2706
C -0.1861 2.8143 0.7871
C -1.2933 2.2952 1.3840
N -1.4373 0.9652 1.4617
C -0.5480 0.0718 0.9926
C -0.7945 -1.3953 1.1818
Br 0.3090 -1.8875 2.7077
C -2.2422 -1.8003 1.3959
C -2.4422 -3.2376 1.8359
Br -3.0923 -1.4899 -0.3309
C 0.5726 0.5799 0.3830
Cl 1.7882 -0.4561 -0.2122
H 4.9496 1.4143 2.2489
H 5.0407 0.0416 1.1403
H 3.4965 0.4996 1.8786
H 4.5088 1.2662 -1.6549
H -0.0613 3.8814 0.7188
H -2.0480 2.9390 1.8063
H -2.2743 0.6186 1.9075
H -0.4231 -1.9044 0.3000
H -2.7438 -1.1436 2.0975
H -1.6677 -3.8786 1.4277
H -3.3876 -3.6086 1.4622
H -2.4847 -3.3130 2.9159
C 8.4252 3.9118 2.8064
C 7.3249 3.2817 3.6386
O 7.4439 1.8622 3.7152
H 8.4233 3.4981 1.7978
H 8.2976 4.9927 2.7414
H 9.4038 3.7117 3.2473
H 6.3501 3.4729 3.1894
H 7.3182 3.7086 4.6467
H 8.2922 1.6603 4.1210
C -5.1384 -0.6874 -4.6711
C -5.9399 -1.6561 -3.8244
O -5.1070 -2.5553 -3.0898
H -4.4992 -1.2293 -5.3678
H -5.7900 -0.0283 -5.2441
H -4.4900 -0.0701 -4.0424
H -6.5720 -2.2846 -4.4487
H -6.5893 -1.1103 -3.1312
H -4.5424 -2.0275 -2.5186
C -3.8675 -7.1574 4.5066
C -4.2696 -5.7442 4.1333
O -4.3218 -5.5482 2.7189
H -2.8966 -7.4032 4.0763
H -3.8103 -7.2747 5.5888
H -4.5938 -7.8778 4.1251
H -3.5360 -5.0285 4.5051
H -5.2380 -5.4935 4.5772
H -4.9737 -6.1601 2.3632
C -3.1838 -1.3875 -8.5880
C -4.6500 -1.0033 -8.5109
O -4.8229 0.3231 -8.0116
H -2.7206 -1.3099 -7.6037
H -3.0618 -2.4081 -8.9523
H -2.6450 -0.7188 -9.2630
H -5.1808 -1.6616 -7.8247
H -5.1196 -1.0875 -9.4959
H -4.3655 0.9156 -8.6154
C 5.9869 -2.4427 -0.9740
C 6.0145 -1.0917 -1.6594
O 4.7251 -0.7208 -2.1678
H 5.6344 -3.2112 -1.6615
H 6.9792 -2.7200 -0.6187
H 5.3117 -2.4276 -0.1133
H 6.6720 -1.1086 -2.5254
H 6.3797 -0.3199 -0.9741
H 4.1165 -0.6875 -1.4274
C -2.0990 6.4996 4.2764
C -1.1775 5.8381 3.2738
O -1.9027 5.0968 2.2780
H -2.7215 5.7558 4.7734
H -1.5262 7.0359 5.0322
H -2.7603 7.2139 3.7821
H -0.5273 5.1149 3.7643
H -0.5457 6.5824 2.7819
H -2.4814 5.7133 1.8176

=====

Record 7
76
Properties=species:S:1:pos:R:3 method="wB97M-V/def2-TZVPD" spin_multiplicity=1 total_charge=-1 homo_lumo_gap_ha=0.2284 largest_force_ev_per_a=2.96 e_tot_ha=-5177.75701
O 0.1888 1.5805 -1.2195
P -0.0691 2.4514 -2.4353
O 1.4303 2.6637 -3.2222
O -0.5906 4.0096 -2.0831
C -1.2124 1.7206 -3.6871
Nb -2.9985 0.6139 -2.7984
Br -1.5089 -1.3845 -1.8649
C -4.3277 2.3385 -3.5776
O -5.4169 2.5676 -2.6335
O -4.9172 3.3095 -1.5688
H 1.4224 3.5175 -3.6809
H -1.5544 3.9531 -1.9601
H -1.5846 2.5386 -4.3575
H -0.6173 0.9841 -4.2806
H -3.1697 -0.2470 -4.4245
H -4.4660 -0.3473 -2.2753
H -2.9260 1.5256 -1.2102
H -3.7362 3.2999 -3.6087
H -4.6997 2.0600 -4.5902
H -4.8986 4.2543 -1.8348
C -4.6223 4.6561 4.1493
C -3.7460 4.4659 3.0863
C -4.0444 4.9925 1.8364
C -5.2229 5.7112 1.6670
C -6.1096 5.9005 2.7210
C -5.8038 5.3682 3.9667
N -5.5287 6.2850 0.3577
O -4.7354 6.0831 -0.5439
O -6.5528 6.9316 0.2417
H -4.3837 4.2475 5.1247
H -2.8290 3.9085 3.2316
H -3.3583 4.8384 1.0138
H -7.0291 6.4550 2.5867
H -6.4849 5.5106 4.7968
C 2.9942 2.6355 -0.6293
C 3.2825 1.3454 -0.1968
C 4.5636 1.0290 0.2381
C 5.5461 2.0149 0.2387
C 5.2701 3.3065 -0.1982
C 3.9870 3.6126 -0.6334
N 6.8878 1.6886 0.7179
O 7.1053 0.5415 1.0762
O 7.7213 2.5783 0.7382
H 1.9897 2.8761 -0.9637
H 2.5063 0.5898 -0.1977
H 4.7799 0.0252 0.5721
H 6.0349 4.0725 -0.2023
H 3.7579 4.6154 -0.9742
C 7.0110 -5.3101 1.8176
C 7.1083 -3.9460 1.5639
C 5.9711 -3.2142 1.2463
C 4.7416 -3.8620 1.1907
C 4.6345 -5.2262 1.4357
C 5.7776 -5.9502 1.7497
N 3.5387 -3.0890 0.8800
O 3.6789 -1.9031 0.6539
O 2.4718 -3.6743 0.8702
H 7.9000 -5.8769 2.0704
H 8.0705 -3.4516 1.6164
H 6.0558 -2.1521 1.0503
H 3.6780 -5.7302 1.3877
H 5.7069 -7.0132 1.9453
C -0.3585 -7.2542 0.6737
C -0.2462 -5.8867 0.4447
C -1.3781 -5.1346 0.1549
C -2.6159 -5.7658 0.1022
C -2.7383 -7.1329 0.3221
C -1.6010 -7.8775 0.6086
N -3.8101 -4.9689 -0.1796
O -3.6480 -3.7849 -0.3816
O -4.8896 -5.5397 -0.1912
H 0.5264 -7.8375 0.9048
H 0.7223 -5.4044 0.4944
H -1.2836 -4.0696 -0.0234
H -3.7020 -7.6232 0.2758
H -1.6831 -8.9434 0.7847

=====

Record 8
65
Properties=species:S:1:pos:R:3 method="wB97M-V/def2-TZVPD" spin_multiplicity=1 homo_lumo_gap_ha=0.1019 largest_force_ev_per_a=3.15 e_tot_ha=-1536.17095
C -4.3510 0.8279 -4.4340
C -3.3206 1.5554 -3.5482
O -3.5098 1.3131 -2.1359
P -2.8620 -0.0559 -1.6234
O -1.6191 -0.4343 -2.2913
C -2.4750 0.2590 0.1519
C -3.0788 -0.7856 1.1186
N -2.2653 -1.1126 2.3248
C -2.8457 -2.4467 2.7655
C -1.9720 -3.5105 1.9773
C -0.8591 -2.6619 1.2238
C -0.8191 -1.4619 2.1997
C 0.2485 -0.3517 2.0895
C 1.5007 -0.7720 1.2799
C 1.4183 -0.4199 -0.2266
C 2.3238 0.7621 -0.6561
N 2.5985 1.6924 0.4431
C 3.1470 2.9325 0.0068
C 3.2163 3.9882 1.0914
O 3.5440 3.1146 -1.0884
O -3.9936 -1.1941 -1.7949
C -3.4646 -2.5393 -1.9599
C -3.0957 -2.9100 -3.4075
H -5.2745 0.6770 -3.8660
H -3.9777 -0.1216 -4.8258
H -4.5880 1.4574 -5.2986
H -3.5162 2.6238 -3.6908
H -2.2929 1.4006 -3.8866
H -2.9047 1.2378 0.4058
H -1.3922 0.3794 0.1890
H -4.0233 -0.3711 1.4881
H -3.3705 -1.6658 0.5436
H -2.3511 -0.4935 3.1331
H -2.6681 -2.6753 3.8216
H -3.9153 -2.4555 2.5646
H -2.6794 -3.8750 1.2193
H -1.5956 -4.3442 2.5632
H -1.0937 -2.3603 0.2014
H 0.0357 -3.2745 1.3129
H -0.5805 -1.9593 3.1510
H 0.6199 -0.1733 3.1081
H -0.1377 0.6204 1.7615
H 1.6752 -1.8515 1.3648
H 2.3465 -0.3104 1.7928
H 0.3938 -0.2796 -0.5950
H 1.7853 -1.3014 -0.7717
H 1.8013 1.3135 -1.4462
H 3.2463 0.3980 -1.1293
H 3.3477 1.2673 1.0016
H 2.7463 3.5881 1.9984
H 2.6171 4.8566 0.7969
H 4.2522 4.2230 1.3509
H -4.2691 -3.2125 -1.6393
H -2.6313 -2.6744 -1.2604
H -2.0270 -3.1579 -3.4199
H -3.2342 -2.0969 -4.1175
H -3.6181 -3.8283 -3.6877
C 7.8768 3.4588 1.6656
C 7.0480 2.1750 1.4317
O 6.1777 1.9993 2.4445
H 8.4511 3.3967 2.5934
H 8.5936 3.6122 0.8419
H 7.2355 4.3438 1.7112
H 7.8081 1.3687 1.2688
H 6.6175 2.2960 0.4029

=====

Record 9
19
Properties=species:S:1:pos:R:3 method="wB97M-V/def2-TZVPD" spin_multiplicity=1 total_charge=+1 de_lowest_kcal_mol=150.0 homo_lumo_gap_ha=0.2512 largest_force_ev_per_a=2.23 e_tot_ha=-327.22060
O -0.3098 -1.7519 -0.7374
C -0.8879 -0.7482 -0.6212
C -0.4161 0.5829 0.2948
C 0.8126 0.2281 1.2653
C 1.9105 -0.5750 0.6360
C 2.7886 0.1811 -0.3790
N -1.4842 0.7209 1.0404
H -1.8053 -0.5730 -1.2047
H -0.2407 1.3595 -0.4524
H 0.3738 -0.3053 2.1008
H 1.0861 1.1898 1.6938
H 2.5081 -1.0096 1.4283
H 1.4584 -1.4112 0.1114
H 2.7170 -0.3264 -1.3423
H 3.8354 0.1261 -0.0952
H 2.5249 1.2270 -0.5283
H -1.7844 1.6896 1.2133
H -6.8451 -0.2176 -1.9983
H -6.2420 -0.3868 -2.4253

=====

Record 10
19
Properties=species:S:1:pos:R:3 method="wB97M-V/def2-TZVPD" spin_multiplicity=1 de_lowest_kcal_mol=49.0 homo_lumo_gap_ha=0.3269 largest_force_ev_per_a=2.51 e_tot_ha=-310.98118
C -2.4772 -1.0609 -1.0047
C -1.7977 -0.0972 -0.0674
C -0.4787 -0.1943 0.1558
C 0.2671 0.6443 1.1073
C -0.0749 1.8973 1.4394
C 0.7035 2.9616 2.1455
H -3.3675 -1.6048 -0.6674
H -1.6607 -1.7080 -1.3113
H -2.9597 -0.4299 -1.7660
H -2.4518 0.6676 0.3366
H 0.1651 -1.0531 0.0188
H 1.1999 0.2079 1.4263
H -1.1165 2.1280 1.2303
H 0.1574 3.3713 3.0047
H 1.6730 2.6368 2.5152
H 0.8349 3.7823 1.4442
H 2.3123 -3.1236 -2.2931
H 2.7573 -3.1817 -3.7237
O 3.0874 -3.2409 -2.8138

=====

Record 11
14
Properties=species:S:1:pos:R:3 method="wB97M-V/def2-TZVPD" spin_multiplicity=1 de_lowest_kcal_mol=111.6 homo_lumo_gap_ha="0.2903 / 0.3020" largest_force_ev_per_a=3.66 e_tot_ha=-965.36602
C 1.9547 0.0977 1.2739
C -1.9352 0.2024 0.9924
C 0.4252 -0.6224 -2.1669
O 0.3286 1.9143 0.1410
O -0.6836 -0.3534 0.9226
F -0.8387 -0.8227 -2.6747
F 1.0964 -1.7379 -1.9535
F 1.0091 0.1925 -3.0256
S 0.6133 0.5041 0.3366
H 3.0166 0.3834 1.1855
H 1.8515 -0.8224 1.6610
H -2.2493 0.3725 2.0553
H -2.5901 -0.5109 0.5894
H -1.9985 1.2027 0.6629

=====

Record 12
50
Properties=species:S:1:pos:R:3 method="wB97M-V/def2-TZVPD" spin_multiplicity=4 s_squared=3.760 homo_lumo_gap_ha="0.2867 / 0.2847" largest_force_ev_per_a=1.73 e_tot_ha=-2511.57359
Co -0.4808 0.8860 -0.0035
O -1.7454 0.0781 1.3611
C -1.7371 0.2930 2.6285
C -2.5179 -0.5370 3.4795
C -2.6514 -0.3017 4.8368
C -2.0476 0.7849 5.4447
C -1.1747 1.5486 4.6771
C -0.9957 1.3301 3.3047
C 0.0168 2.1276 2.7026
N 0.3837 2.1780 1.4865
C 1.4953 3.0031 1.0962
C 2.1736 2.2799 -0.0644
N 1.1354 1.8188 -0.9579
C 1.1607 2.2235 -2.1621
C 0.2033 1.9253 -3.1889
C 0.4683 2.4298 -4.4859
C -0.3979 2.1730 -5.5301
C -1.6690 1.5760 -5.2321
C -1.9711 1.2288 -3.9399
C -1.0578 1.3567 -2.8950
O -1.3577 0.9302 -1.7091
H -3.1046 -1.3281 3.0701
H -3.3100 -0.9452 5.3981
H -2.0587 0.9358 6.5371
H -0.6135 2.3374 5.1533
H 0.5244 2.8274 3.3831
H 2.1836 3.2372 1.9108
H 1.1447 3.9722 0.7486
H 2.7311 1.4041 0.3161
H 2.8557 2.9440 -0.5744
H 2.0246 2.8153 -2.4869
H 1.3851 2.9430 -4.7250
H -0.1770 2.5302 -6.5091
H -2.4023 1.4365 -6.0157
H -2.9309 0.8105 -3.7040
C 1.8061 -3.7184 -1.4479
C 0.9079 -3.4964 -0.2097
C -0.3437 -4.3855 -0.3574
C 1.6238 -3.7853 1.1118
C 0.5622 -2.0890 -0.1865
N 0.3702 -0.9617 -0.1644
H 1.9900 -4.8198 -1.5714
H 2.8025 -3.2544 -1.3105
H 1.3277 -3.3824 -2.3724
H -0.0355 -5.4224 -0.3866
H -0.9042 -4.1408 -1.2675
H -1.0065 -4.1789 0.4738
H 1.7484 -4.8736 1.1986
H 1.0583 -3.4599 2.0048
H 2.6075 -3.2845 1.1345